Molecular formula: C28H28N2O2PS3ScSe2
Method: DFT, wB97M-V/def2-TZVPD

CARTESIAN COORDINATES (ANGSTROEM)
Sc  0.765  -0.677  -1.012
C  -3.501  0.014  -5.070
C  -3.009  0.883  -4.107
C  -2.299  0.388  -3.021
C  -2.091  -0.977  -2.895
C  -2.595  -1.854  -3.845
C  -3.297  -1.355  -4.932
N  -1.306  -1.436  -1.781
N  -1.668  -2.535  -1.335
C  -0.883  -3.093  -0.304
C  -1.469  -4.199  0.315
C  -0.791  -4.843  1.333
C  0.473  -4.384  1.696
C  1.037  -3.285  1.060
C  0.389  -2.599  0.037
H  -4.041  0.400  -5.927
H  -3.182  1.949  -4.197
H  -1.928  1.042  -2.248
H  -2.408  -2.913  -3.731
H  -3.682  -2.037  -5.679
H  -2.451  -4.522  -0.015
H  -1.234  -5.694  1.836
H  1.019  -4.888  2.486
H  2.015  -2.953  1.388
Se  2.408  0.418  0.929
P  0.542  0.621  2.023
Se  -1.235  0.464  0.827
C  0.522  -0.606  3.368
C  1.573  -0.602  4.287
C  1.569  -1.497  5.344
C  0.520  -2.402  5.485
C  -0.516  -2.414  4.564
C  -0.517  -1.514  3.502
C  0.533  2.201  2.938
C  -0.598  2.511  3.694
C  -0.646  3.690  4.418
C  0.431  4.570  4.390
C  1.555  4.266  3.638
C  1.608  3.080  2.910
H  2.394  0.095  4.163
H  2.386  -1.496  6.055
H  0.514  -3.099  6.315
H  -1.324  -3.129  4.663
H  -1.315  -1.527  2.769
H  -1.441  1.827  3.706
H  -1.525  3.929  5.006
H  0.393  5.492  4.958
H  2.396  4.948  3.614
H  2.484  2.831  2.325
C  2.045  3.065  -2.880
S  0.440  2.732  -2.178
C  0.633  3.648  -0.663
O  0.470  1.294  -1.738
H  2.108  4.139  -3.070
H  2.127  2.496  -3.804
H  2.802  2.726  -2.176
H  0.743  4.705  -0.914
H  1.510  3.260  -0.144
H  -0.263  3.484  -0.065
C  0.899  -0.325  -5.780
O  1.848  0.030  -4.756
C  1.955  -0.757  -3.677
S  1.008  -2.129  -3.470
S  3.079  -0.262  -2.511
H  0.959  0.474  -6.515
H  -0.106  -0.397  -5.370
H  1.167  -1.277  -6.234

Summary:
HOMO-LUMO gap	7.49	eV
strongest force on any atom	0.99	eV Å⁻¹
electronic energy	-229756.526	eV
ΔE to the lowest compared entry with this formula, charge and spin	0.0129	eV
molecular weight	754.6	g mol⁻¹